Computed, not measured: 7 unconnected molecules or ions with the total composition C25H45N3O12 at a distorted geometry, with ωB97M-V/def2-TZVPD.

Calculated values
Energy relative to the best compared isomer or geometry (same formula, charge and spin) (kJ/mol): 0.0
SMILES: C[C@H]1COC(=O)O1.COC(=O)OC.COC(=O)OC.COC(=O)OC.CCCC#N.CCCC#N.CCCC#N
Frontier orbital gap (eV): 10.5

Element x y z (Å)
1 C -1.061 4.385 -2.250
2 C -0.157 3.457 -1.515
3 C 0.003 1.951 -1.871
4 O 1.361 1.743 -1.512
5 C 2.094 2.857 -1.410
6 O 3.301 2.987 -1.179
7 O 1.202 3.945 -1.472
8 H -0.364 5.060 -2.771
9 H -1.543 5.113 -1.592
10 H -1.763 4.147 -3.027
11 H -0.474 3.284 -0.509
12 H 0.032 1.806 -2.964
13 H -0.676 1.248 -1.391
14 C -1.991 -3.518 2.457
15 O -1.193 -3.558 1.232
16 C -0.930 -2.476 0.534
17 O -1.442 -1.226 0.879
18 O -0.138 -2.735 -0.532
19 C 0.231 -1.700 -1.339
20 H -3.015 -3.301 2.192
21 H -1.647 -2.645 3.034
22 H -2.048 -4.374 3.127
23 H 0.763 -0.916 -0.916
24 H -0.649 -1.320 -1.739
25 H 0.689 -2.119 -2.239
26 C 3.575 -3.208 0.032
27 O 4.113 -4.198 -0.824
28 C 5.146 -4.003 -1.466
29 O 5.971 -2.857 -1.314
30 O 5.353 -4.936 -2.317
31 C 6.381 -4.697 -3.289
32 H 3.998 -2.270 -0.216
33 H 3.703 -3.293 1.097
34 H 2.562 -3.062 -0.340
35 H 6.443 -5.455 -4.097
36 H 7.281 -4.347 -2.661
37 H 6.093 -3.825 -3.827
38 C 2.336 -0.442 -6.215
39 O 3.395 0.132 -5.391
40 C 3.327 0.006 -4.035
41 O 2.123 -0.381 -3.410
42 O 4.429 0.260 -3.351
43 C 4.400 -0.079 -1.962
44 H 2.779 -0.779 -7.154
45 H 1.568 0.373 -6.405
46 H 1.960 -1.344 -5.893
47 H 5.312 0.274 -1.498
48 H 4.195 -1.097 -1.853
49 H 3.641 0.513 -1.499
50 C -6.478 -1.435 3.465
51 C -5.159 -0.915 2.949
52 C -4.087 -0.684 4.058
53 C -4.571 0.330 5.010
54 N -5.021 1.165 5.655
55 H -6.153 -2.427 3.969
56 H -7.343 -1.334 2.887
57 H -6.715 -0.817 4.398
58 H -5.293 -0.048 2.272
59 H -4.883 -1.612 2.105
60 H -3.278 -0.427 3.475
61 H -3.840 -1.586 4.673
62 C -3.131 2.218 0.544
63 C -3.419 2.572 2.017
64 C -4.207 3.874 2.105
65 C -3.529 4.958 1.338
66 N -3.017 5.846 0.732
67 H -4.079 2.052 0.143
68 H -2.559 1.334 0.531
69 H -2.715 2.930 -0.156
70 H -2.459 2.853 2.461
71 H -3.929 1.766 2.574
72 H -4.419 4.041 3.249
73 H -5.128 3.646 1.609
74 C 2.424 -0.009 1.178
75 C 1.744 1.259 1.897
76 C 0.219 1.189 1.969
77 C -0.323 0.395 3.128
78 N -0.807 -0.150 4.001
79 H 3.403 -0.285 1.568
80 H 2.436 0.189 0.121
81 H 1.873 -0.966 1.266
82 H 2.073 2.124 1.369
83 H 2.136 1.236 2.920
84 H -0.279 1.164 1.006
85 H -0.141 2.195 2.210

=====

Computed, not measured: 5 unconnected molecules or ions with the total composition C25H45N3O17 at a distorted geometry, with ωB97M-V/def2-TZVPD.

Calculated values
SMILES: NC(N)(N)CC1=C(CCC(=O)O)C(=O)OC1=O.CCOC(=O)OC.CCOC(=O)OC.CCOC(=O)OC.CCOC(=O)OC
Frontier orbital gap (eV): 8.8

Element x y z (Å)
1 N 4.928 -1.666 -0.130
2 C 5.308 -1.583 1.308
3 N 4.926 -2.880 1.985
4 N 6.781 -1.412 1.464
5 C 4.581 -0.416 2.140
6 C 3.867 0.698 1.258
7 C 2.481 1.007 1.287
8 C 1.273 0.365 2.118
9 C 0.225 -0.210 1.020
10 C -0.617 -1.465 1.557
11 O -1.875 -1.427 1.517
12 O -0.005 -2.637 2.106
13 C 2.199 2.214 0.285
14 O 1.187 2.578 -0.322
15 O 3.502 2.854 0.304
16 C 4.428 1.742 0.192
17 O 5.372 1.693 -0.608
18 H 5.503 -1.043 -0.710
19 H 3.921 -1.547 -0.290
20 H 5.761 -3.483 1.862
21 H 4.167 -3.347 1.467
22 H 7.004 -0.441 1.168
23 H 7.222 -2.043 0.768
24 H 3.793 -0.806 2.886
25 H 5.378 0.108 2.777
26 H 1.638 -0.551 2.712
27 H 0.735 1.116 2.783
28 H 0.775 -0.519 0.051
29 H -0.479 0.640 0.699
30 H -0.023 -3.379 1.464
31 C 3.500 5.628 -1.542
32 C 4.401 6.361 -0.565
33 O 4.321 7.782 -0.743
34 C 3.204 8.362 -0.279
35 O 2.285 7.802 0.270
36 O 3.270 9.676 -0.551
37 C 2.087 10.395 -0.205
38 H 3.727 5.926 -2.569
39 H 3.630 4.549 -1.448
40 H 2.448 5.861 -1.368
41 H 5.440 6.082 -0.756
42 H 4.180 6.090 0.471
43 H 1.821 10.240 0.843
44 H 1.266 10.096 -0.859
45 H 2.284 11.457 -0.358
46 C -4.518 -1.007 0.470
47 C -4.560 -0.965 -1.047
48 O -5.437 -1.971 -1.576
49 C -6.747 -1.721 -1.449
50 O -7.240 -0.740 -0.943
51 O -7.423 -2.766 -1.959
52 C -8.837 -2.680 -1.786
53 H -4.251 -2.007 0.817
54 H -3.790 -0.292 0.853
55 H -5.492 -0.770 0.903
56 H -3.564 -1.184 -1.440
57 H -4.842 0.024 -1.418
58 H -9.231 -1.746 -2.189
59 H -9.088 -2.778 -0.728
60 H -9.292 -3.509 -2.329
61 C 3.685 -9.618 2.902
62 C 4.584 -8.867 3.868
63 O 4.475 -7.448 3.690
64 C 3.352 -6.889 4.167
65 O 2.450 -7.465 4.726
66 O 3.390 -5.574 3.892
67 C 2.198 -4.877 4.252
68 H 3.895 -9.316 1.873
69 H 3.836 -10.695 2.995
70 H 2.631 -9.403 3.088
71 H 5.626 -9.126 3.665
72 H 4.380 -9.140 4.907
73 H 1.946 -5.036 5.302
74 H 1.375 -5.193 3.606
75 H 2.372 -3.812 4.096
76 C -5.037 3.293 -6.142
77 C -5.841 4.046 -5.097
78 O -7.070 3.373 -4.798
79 C -6.958 2.270 -4.040
80 O -5.931 1.812 -3.596
81 O -8.182 1.745 -3.881
82 C -8.185 0.499 -3.181
83 H -5.640 3.122 -7.038
84 H -4.142 3.855 -6.418
85 H -4.726 2.313 -5.777
86 H -6.112 5.028 -5.491
87 H -5.262 4.214 -4.185
88 H -7.683 0.584 -2.216
89 H -7.713 -0.273 -3.795
90 H -9.223 0.216 -3.005

=====

Computed, not measured: a molecular structure, C25H45NP2Pm at a distorted geometry, with ωB97M-V/def2-TZVPD.

Calculated values
Multiplicity: 5
⟨S²⟩: 6.012
Frontier orbital gap (spin up / spin down) (eV): 5.5 / 5.6
Total charge: +1

Element x y z (Å)
1 Pm -0.628 -0.403 -0.686
2 C -2.276 1.573 0.725
3 C -2.976 0.724 -0.192
4 C -2.319 -0.550 1.625
5 C -1.932 0.798 1.864
6 C -3.015 -0.598 0.371
7 C -2.058 3.039 0.573
8 H -1.963 3.338 -0.480
9 H -1.150 3.365 1.098
10 H -2.898 3.613 0.995
11 C -1.356 1.292 3.139
12 H -1.297 2.390 3.160
13 H -0.342 0.901 3.304
14 H -1.965 0.969 3.997
15 C -2.078 -1.681 2.553
16 H -2.758 -1.665 3.421
17 H -1.055 -1.654 2.953
18 H -2.205 -2.650 2.054
19 C -3.603 -1.811 -0.253
20 H -4.645 -1.626 -0.551
21 H -3.601 -2.654 0.449
22 H -3.074 -2.154 -1.164
23 C -3.627 1.187 -1.449
24 H -4.504 1.822 -1.239
25 H -3.984 0.353 -2.064
26 H -2.956 1.804 -2.068
27 C 1.403 0.674 -1.580
28 C 0.322 1.478 -1.862
29 C -0.203 1.630 -3.272
30 C -1.052 0.462 -3.844
31 C -1.186 -0.803 -3.007
32 C -0.116 -1.613 -2.713
33 C 1.273 -1.333 -3.252
34 C 2.097 -0.176 -2.629
35 H 0.639 1.829 -3.957
36 H -0.640 0.220 -4.840
37 H -0.827 2.538 -3.305
38 H 2.489 0.461 -3.444
39 H 1.999 0.836 -0.668
40 H 0.032 2.276 -1.165
41 H 2.995 -0.621 -2.166
42 H 1.853 -2.254 -3.106
43 H -0.280 -2.609 -2.271
44 H 1.206 -1.153 -4.337
45 H -2.071 0.848 -4.015
46 H -2.219 -1.164 -2.867
47 P 2.374 2.779 1.429
48 C 1.814 3.195 3.123
49 H 2.553 3.822 3.635
50 H 1.667 2.249 3.660
51 H 0.846 3.712 3.058
52 C 3.993 1.987 1.713
53 H 4.674 2.665 2.237
54 H 4.410 1.699 0.740
55 H 3.810 1.073 2.288
56 C 2.812 4.418 0.745
57 H 3.136 4.271 -0.296
58 H 3.609 4.889 1.335
59 H 1.910 5.045 0.737
60 P 0.846 -3.340 0.439
61 C 0.024 -4.907 -0.015
62 H 0.750 -5.721 -0.125
63 H -0.502 -4.746 -0.967
64 H -0.717 -5.162 0.755
65 C 2.517 -3.490 -0.288
66 H 2.457 -3.272 -1.362
67 H 2.931 -4.494 -0.137
68 H 3.168 -2.740 0.179
69 C 1.152 -3.598 2.230
70 H 1.927 -4.362 2.394
71 H 0.209 -3.907 2.708
72 H 1.468 -2.634 2.654
73 N 1.703 -0.165 2.093
74 C 1.013 -0.515 1.203

=====

- What is the formula in the first record?
  C25H45N3O12